Entry 1:
66
Properties=species:S:1:pos:R:3 method="wB97M-V/def2-TZVPD" e_homo_ha=-0.3849 fmax_ha_per_bohr=0.024 e_lumo_ev=-0.3221 homo_lumo_gap_ev=10.152
O -0.09579 1.80986 4.75178
H -0.17709 0.92928 4.38544
H -0.96666 2.00785 5.09618
O -0.56067 -2.72626 -0.64519
H 0.04717 -2.09066 -1.02304
H -0.47617 -3.49984 -1.20257
O 0.99063 -3.37999 1.88374
H 1.78014 -2.96566 1.53555
H 0.45815 -3.56907 1.11112
O -4.37583 1.64822 -1.70482
H -5.16402 1.54124 -2.23731
H -3.78192 2.15882 -2.25509
O -3.41453 -3.10630 -0.43610
H -2.53230 -2.74374 -0.51648
H -3.92472 -2.40763 -0.02647
O 3.52201 0.50563 3.06198
H 2.88412 0.84100 2.43201
H 4.33348 0.42314 2.56103
O -4.75985 -1.81292 -2.70008
H -4.79711 -2.61089 -3.22741
H -4.09965 -1.99737 -2.03199
O -1.92781 0.19469 0.68921
H -2.75516 -0.17876 0.38549
H -2.02432 0.25043 1.63990
O -0.25435 -0.79897 3.71057
H -0.31351 -1.39046 2.96032
H -0.90205 -1.13300 4.33118
O -1.58409 -0.12862 -4.12135
H -1.28839 0.31000 -3.32360
H -0.78888 -0.24134 -4.64208
O 3.55256 -2.92503 0.89499
H 4.00598 -3.47290 0.25430
H 4.16386 -2.85759 1.62848
O 1.95549 2.48123 -3.22480
H 1.59833 1.78291 -2.67614
H 1.69837 3.28981 -2.78172
O -1.08723 2.96755 -3.02934
H -1.16185 3.45459 -3.84999
H -0.16108 2.73229 -2.97326
O -2.28656 3.60077 -0.00971
H -2.72896 2.76133 -0.13561
H -2.08749 3.90244 -0.89605
O 4.62479 -1.30320 -1.27144
H 4.23264 -1.59716 -0.44923
H 5.56793 -1.38633 -1.13072
O -4.76490 -0.66120 0.20527
H -5.36655 -0.35473 0.88374
H -4.34145 0.13438 -0.11718
O 2.22043 1.92648 0.63756
H 2.10047 2.39050 1.46613
H 3.14957 2.03440 0.43440
O 5.93752 1.88119 -1.70162
H 6.13763 1.07385 -2.17531
H 5.54041 1.58645 -0.88207
O 2.64494 -1.35714 4.75988
H 1.82826 -1.84733 4.66512
H 2.56862 -0.63976 4.13078
O 1.77966 3.39396 3.52462
H 1.10283 2.87676 3.96124
H 1.73775 4.25102 3.94878
O -2.30060 -2.89330 -4.30824
H -2.02772 -1.98991 -4.14807
H -3.22551 -2.82614 -4.54545
O 0.17492 0.57588 -0.89610
H -0.65559 0.46899 -0.43234
H 0.82187 0.70629 -0.20279

***

Entry 2:
8
Properties=species:S:1:pos:R:3 method="wB97M-V/def2-TZVPD" e_homo_ha=-0.3288 smiles=I[SiH2][SiH2]I fmax_ha_per_bohr=0.059 e_lumo_ev=-0.2125 homo_lumo_gap_ev=8.736
I -0.05999 -3.15102 0.12298
Si -0.36109 -0.92107 -0.91924
Si 0.04634 0.98259 0.96491
I 1.67492 2.39607 -0.25316
H 0.60088 -0.65504 -2.08657
H -1.72829 -0.77080 -1.26510
H -0.93926 1.90849 1.55887
H 0.76650 0.21078 1.87731

***

Entry 3:
8
Properties=species:S:1:pos:R:3 method="wB97M-V/def2-TZVPD" e_homo_ha=-0.3211 fmax_ha_per_bohr=0.051 e_lumo_ev=-1.6924 homo_lumo_gap_ev=7.046
Si -0.52704 0.04952 -0.49741
Si 1.45976 -0.50188 0.70449
I 2.94048 -2.35617 -0.08128
I 3.58121 1.78636 -0.11743
H 0.03672 1.28390 -1.34243
H -0.74229 -1.13679 -1.52591
H -1.63761 0.34980 0.55626
H 1.66270 -0.64052 2.15116

***

Entry 4:
8
Properties=species:S:1:pos:R:3 method="wB97M-V/def2-TZVPD" e_homo_ha=-0.3621 fmax_ha_per_bohr=0.086 e_lumo_ev=-0.9686 homo_lumo_gap_ev=8.884
H 1.40929 0.36610 0.32784
N 0.92610 0.80380 -0.46929
P 1.30112 0.61093 -1.92605
I 2.80603 -1.37588 -2.37590
N -1.86190 -0.27968 1.04796
H -1.88235 0.58377 1.66273
H -1.56994 0.06121 0.20286
H -1.12835 -0.77024 1.52985

***

Entry 5:
9
Properties=species:S:1:pos:R:3 method="wB97M-V/def2-TZVPD" e_homo_ha=-0.3188 smiles="[H]/N=N/[H].OSO" fmax_ha_per_bohr=0.056 e_lumo_ev=0.4185 homo_lumo_gap_ev=9.093
H -1.36828 1.27958 -1.35801
N -1.40851 0.49615 -0.58419
N -2.51959 0.23139 -0.14752
H -2.22102 -0.50928 0.61901
O 2.48872 -1.06500 -0.05432
S 2.51416 0.60693 -0.13502
O 1.15834 0.94966 0.71440
H 3.13278 -1.28426 0.60111
H 0.50157 0.56492 0.03565

***

Entry 6:
9
Properties=species:S:1:pos:R:3 method="wB97M-V/def2-TZVPD" e_homo_ha=-0.3848 smiles="N[SiH2][N+](=O)[O-]" fmax_ha_per_bohr=0.051 e_lumo_ev=0.1406 homo_lumo_gap_ev=10.613
N 1.29563 0.41195 -0.19550
Si 0.07611 -0.79315 -0.02362
N -1.22192 0.36259 0.42535
O -0.80884 1.38354 0.93584
O -2.40881 0.13373 0.18586
H 0.98418 1.17183 -0.86020
H 2.16724 0.27783 -0.63435
H 0.33225 -1.42816 1.27570
H -0.41585 -1.52018 -1.10906

***

Entry 7:
9
Properties=species:S:1:pos:R:3 method="wB97M-V/def2-TZVPD" e_homo_ha=-0.3645 smiles="N=[SiH2].O=NO" fmax_ha_per_bohr=0.058 e_lumo_ev=-0.8167 homo_lumo_gap_ev=9.102
N 1.23734 -1.05269 0.26796
Si 1.36659 0.54884 0.00315
H 1.74268 -1.70855 -0.26849
H 0.73774 1.47417 1.13028
H 1.47596 1.45041 -1.14587
O -2.69984 0.90669 -0.22513
N -1.67382 0.42482 0.07182
O -1.56221 -0.92393 -0.07522
H -0.62444 -1.11976 0.24151

***

Entry 8:
9
Properties=species:S:1:pos:R:3 method="wB97M-V/def2-TZVPD" e_homo_ha="-0.3485 / -0.3484" fmax_ha_per_bohr=0.030 e_lumo_ev="-2.2515 / -2.3845" homo_lumo_gap_ev="7.232 / 7.096"
N 1.67166 0.13158 1.93612
N -1.65394 0.35578 -1.54642
O 1.04725 -0.86429 1.48276
O -0.36467 0.02923 -2.02485
O 0.11448 -0.57246 0.61353
H 0.11770 -0.05363 -1.22066
H 2.22541 -0.27217 2.67075
H -1.49148 1.34318 -1.27422
H -1.66642 -0.09722 -0.63701